Entry 1:
{
  "formula": "C30H66IN4O8",
  "method": "wB97M-V/def2-TZVPD",
  "symbols": ["I", "O", "O", "O", "O", "O", "O", "O", "O", "N", "N", "N", "N", "C", "C", "C", "C", "C", "C", "C", "C", "C", "C", "C", "C", "C", "C", "C", "C", "C", "C", "C", "C", "C", "C", "C", "C", "C", "C", "C", "C", "C", "C", "H", "H", "H", "H", "H", "H", "H", "H", "H", "H", "H", "H", "H", "H", "H", "H", "H", "H", "H", "H", "H", "H", "H", "H", "H", "H", "H", "H", "H", "H", "H", "H", "H", "H", "H", "H", "H", "H", "H", "H", "H", "H", "H", "H", "H", "H", "H", "H", "H", "H", "H", "H", "H", "H", "H", "H", "H", "H", "H", "H", "H", "H", "H", "H", "H", "H"],
  "positions_angstrom": [[8.1938, -1.4826, 0.7842], [8.2947, 1.4730, 4.2769], [-8.1446, -3.9434, 3.2777], [-7.8078, 1.6368, -1.3048], [1.2905, -3.8560, -1.9652], [2.4977, 6.3897, -3.6861], [-2.2603, 2.7369, -0.0428], [-1.5154, -2.7932, 2.3137], [-5.6347, -0.8593, 1.3294], [4.3090, -3.8141, 0.5832], [5.1984, 2.2175, -1.4566], [5.1872, 0.9824, -0.9629], [0.9550, 0.7128, -0.9696], [4.3778, -1.2996, -0.6428], [-9.3712, -4.2972, 2.6379], [3.2877, 1.5777, -2.7491], [2.2792, -0.7247, -2.5812], [3.2907, 0.3048, -2.2205], [3.6838, -2.7686, 1.1174], [-2.7717, -3.3888, 2.6500], [0.9303, -0.4829, -1.8361], [-8.0399, -0.8929, 0.9286], [-10.4906, -4.5134, 3.6384], [-6.9105, -1.1759, 1.9008], [-1.0714, 4.8666, -0.0311], [6.2510, 0.7204, 0.0157], [0.5265, -4.4501, 0.2658], [3.6780, -1.4928, 0.5522], [-1.0191, 3.3787, -0.3198], [6.1771, 2.5336, 3.6977], [8.5379, 0.8947, -1.0602], [4.2630, 2.4747, -2.3359], [7.4343, -0.0542, -0.5968], [0.3903, -4.6901, -1.2245], [5.0467, -2.3800, -1.2081], [-8.6471, 1.6964, -2.4578], [3.8269, 6.5058, -1.6455], [3.7887, 6.6735, -3.1534], [4.3173, 0.0319, -1.3002], [4.9760, -3.6088, -0.5481], [-8.1576, 0.7774, -3.5611], [-3.6658, -3.5473, 1.4373], [7.6615, 2.7087, 3.9671], [5.6989, 3.4909, 3.4837], [8.1849, 0.8873, 3.5225], [-0.2758, 2.8973, 0.3148], [-1.7015, -1.9253, 1.9428], [8.2162, 1.3686, -1.9887], [4.8280, 6.6894, -1.2532], [-9.6395, 1.3987, -2.1246], [8.7341, 1.6769, -0.3345], [5.5882, -2.2793, -2.1350], [0.6790, -1.3725, -1.2650], [-2.9337, 3.1413, -0.5977], [3.1410, -2.9376, 2.0357], [0.3263, -3.4066, 0.5060], [-0.1688, -5.0668, 0.8337], [-7.9081, -1.4720, 0.0131], [3.1483, -0.6659, 0.9998], [-8.8208, 0.8156, -4.4260], [3.5211, 5.4924, -1.3755], [-10.6434, -3.6150, 4.2369], [6.0171, 1.8686, 2.8430], [-6.9247, 1.9091, -1.5702], [-3.8878, -2.5767, 0.9926], [1.8730, 7.0107, -3.2994], [9.4422, 0.3487, -1.2984], [-7.9033, -4.6650, 3.8661], [0.5832, -5.7383, -1.4693], [-2.5386, -4.3578, 3.0895], [-3.1768, -4.1625, 0.6786], [7.8163, 3.3555, 4.8280], [-7.0459, -0.5984, 2.8210], [4.2732, 3.4691, -2.7546], [1.5433, -4.6814, 0.5970], [2.5436, 1.9028, -3.4574], [0.1348, -0.3337, -2.5568], [-8.0588, 0.1589, 0.6460], [-6.8822, -2.2286, 2.1648], [-0.6123, -4.4414, -1.5678], [-1.3406, 5.0391, 1.0106], [2.6487, -1.7016, -2.2986], [4.4718, 5.9728, -3.6342], [-1.8270, 5.3529, -0.6516], [-0.1083, 5.3401, -0.2284], [-0.7432, 3.2011, -1.3666], [-9.2215, -5.1959, 2.0306], [2.0981, -0.7573, -3.6501], [-3.2692, -2.7805, 3.4112], [6.6276, 1.6856, 0.3331], [-10.2450, -5.3285, 4.3230], [1.1950, 0.4400, -0.0249], [7.0631, -0.5494, -1.4874], [0.0213, 1.0943, -0.9141], [-8.1072, -0.2512, -3.2034], [-11.4249, -4.7609, 3.1333], [3.1359, 7.1942, -1.1555], [-5.6393, 0.0755, 1.1039], [-9.0036, -1.1501, 1.3723], [5.4815, -4.4597, -0.9808], [8.1568, 3.1718, 3.1054], [-7.1541, 1.0639, -3.8859], [2.1817, -4.0784, -1.6766], [5.6861, 2.0816, 4.5593], [4.0942, 7.6845, -3.4374], [-8.7059, 2.7291, -2.8164], [5.8374, 0.2427, 0.8955], [-4.6117, -4.0163, 1.7113], [-9.6117, -3.4742, 1.9671]],
  "atomic_forces_ev_per_a": [[-0.110, -0.051, 0.042], [-0.070, 0.129, 0.054], [-0.075, 0.008, -0.077], [-0.059, 0.034, -0.016], [0.030, 0.150, -0.056], [0.113, -0.167, 0.035], [0.172, -0.132, 0.038], [0.080, -0.014, -0.005], [0.051, -0.052, 0.026], [0.034, 0.230, -0.122], [-0.040, -0.584, 0.085], [0.105, 0.396, 0.064], [0.036, -0.268, -0.192], [0.055, -0.262, 0.495], [0.039, -0.144, 0.153], [0.034, -0.363, 0.278], [-0.343, -0.200, 0.427], [0.300, 0.302, -0.495], [-0.104, 0.430, -0.055], [-0.095, 0.116, -0.072], [-0.106, 0.348, 0.395], [0.053, -0.060, 0.031], [0.053, 0.065, 0.046], [-0.002, 0.213, -0.135], [-0.042, -0.017, 0.048], [0.730, 0.029, 0.449], [0.125, 0.022, -0.094], [0.410, -0.308, -0.493], [-0.250, 0.218, -0.111], [0.005, -0.021, 0.049], [-0.298, -0.119, -0.318], [-0.098, 0.565, -0.355], [-0.108, 0.640, -0.313], [0.152, -0.033, 0.192], [-0.297, 0.025, 0.415], [0.177, 0.015, -0.061], [-0.020, -0.097, -0.030], [-0.197, 0.122, 0.094], [-0.432, -0.308, -0.110], [0.049, 0.275, -0.270], [0.031, -0.047, 0.075], [0.146, -0.026, -0.118], [-0.001, -0.178, -0.143], [0.003, -0.005, -0.017], [0.055, -0.111, -0.021], [-0.021, -0.032, 0.037], [-0.074, 0.023, 0.021], [-0.064, 0.193, -0.009], [-0.008, 0.012, 0.009], [-0.004, 0.013, 0.061], [0.207, -0.029, 0.178], [0.075, -0.071, -0.127], [0.054, -0.227, -0.114], [-0.042, 0.014, 0.021], [-0.046, -0.106, 0.112], [-0.104, -0.008, 0.042], [-0.015, 0.021, 0.024], [-0.014, -0.042, 0.023], [-0.106, -0.022, 0.221], [0.009, 0.015, -0.008], [0.034, -0.002, 0.042], [-0.019, 0.018, -0.029], [0.000, 0.033, -0.025], [0.017, 0.001, -0.020], [-0.113, 0.013, 0.067], [-0.034, 0.030, -0.042], [0.199, -0.012, 0.098], [0.021, 0.011, 0.040], [-0.074, -0.007, -0.008], [0.074, 0.014, 0.029], [-0.001, -0.064, 0.059], [0.041, -0.006, 0.023], [-0.048, -0.074, 0.043], [0.118, 0.183, 0.093], [-0.044, -0.108, -0.007], [-0.113, -0.042, -0.100], [-0.020, -0.057, -0.205], [-0.053, 0.044, 0.008], [0.081, -0.033, 0.035], [0.017, 0.041, -0.070], [0.037, -0.009, 0.017], [-0.023, -0.185, -0.079], [0.009, 0.018, -0.067], [0.044, 0.015, -0.051], [-0.005, -0.002, -0.018], [0.126, 0.047, 0.024], [-0.057, 0.028, -0.060], [0.128, 0.212, -0.182], [-0.040, -0.068, 0.030], [-0.210, 0.248, -0.025], [-0.029, -0.043, -0.037], [-0.002, 0.052, 0.094], [0.095, -0.629, 0.137], [-0.057, 0.077, 0.038], [-0.039, -0.005, -0.001], [0.004, -0.018, -0.002], [0.039, 0.053, -0.013], [-0.042, 0.021, -0.014], [0.003, 0.010, 0.010], [0.056, -0.159, 0.034], [-0.028, 0.094, 0.032], [-0.025, 0.038, -0.047], [0.014, -0.092, 0.003], [0.000, 0.023, 0.019], [0.087, -0.025, 0.002], [-0.084, -0.011, -0.021], [-0.251, -0.247, -0.129], [-0.024, 0.028, -0.004], [0.054, 0.027, -0.025]],
  "homo_lumo_gap_ev": 7.11,
  "e_tot_ha": -2300.96969,
  "multiplicity": 1,
  "lumo_energy_ev": -4.220,
  "total_charge": 1
}



Entry 2:
{
  "formula": "C2H5NO2",
  "method": "wB97M-V/def2-TZVPD",
  "symbols": ["O", "O", "N", "C", "C", "H", "H", "H", "H", "H"],
  "positions_angstrom": [[0.9348, 0.4614, -0.9149], [-0.5221, 0.3638, 1.6076], [-0.5868, -1.1149, -1.2535], [0.4344, -0.6610, -0.5014], [0.5975, 0.6513, 0.8699], [1.4888, 0.2314, 1.3130], [0.6535, 1.7235, 0.6774], [-0.9711, -2.0307, -1.0845], [-0.8235, -0.6399, -2.1201], [-1.2054, 1.0152, 1.4064]],
  "atomic_forces_ev_per_a": [[-0.158, -0.345, 0.254], [-0.091, 0.058, -0.175], [0.175, -0.080, 0.119], [-0.153, -0.090, -0.654], [0.231, 0.491, 0.536], [-0.127, 0.008, -0.172], [-0.011, -0.126, -0.028], [0.076, 0.155, 0.004], [-0.005, 0.005, 0.063], [0.063, -0.076, 0.054]],
  "homo_lumo_gap_ev": 8.71,
  "e_tot_ha": -284.29987,
  "multiplicity": 1,
  "lumo_energy_ev": 0.828,
  "total_charge": 0
}



Entry 3:
{
  "formula": "H20O10",
  "method": "wB97M-V/def2-TZVPD",
  "symbols": ["O", "O", "O", "O", "O", "O", "O", "O", "O", "O", "H", "H", "H", "H", "H", "H", "H", "H", "H", "H", "H", "H", "H", "H", "H", "H", "H", "H", "H", "H"],
  "positions_angstrom": [[1.3596, -1.6449, 2.7662], [-0.5544, -0.9583, -3.4505], [1.3533, -1.6676, -1.5423], [-1.3400, 2.6449, -0.9148], [-0.0124, 0.4520, 4.0828], [-2.9598, 0.5130, 2.2545], [1.9608, 2.7773, 0.7943], [-3.2919, -0.6603, -2.5839], [3.0356, 0.5234, -1.2272], [-0.4667, 0.1628, 0.0438], [-2.1195, 0.9844, 2.2106], [0.8640, -1.4623, -2.3742], [-1.2282, 1.7004, -0.6839], [-0.1642, 0.1390, 4.9801], [2.1180, -1.9801, 2.2751], [-3.1763, 0.4983, 3.1923], [0.4542, -0.2764, 3.6326], [-0.2103, -0.3395, -4.1123], [-3.5333, -1.0211, -3.4425], [-2.3197, -0.6208, -2.5915], [1.4245, 2.5985, 1.5747], [-0.0381, -0.3707, -0.6407], [2.6476, -0.3687, -1.1569], [1.4102, -2.6291, -1.5108], [-0.7797, -1.7570, -3.9485], [0.9657, -2.4243, 3.1791], [-0.3677, -0.3449, 0.8588], [-0.7647, 3.1168, -0.3051], [3.9259, 0.3936, -1.5681], [1.8075, 2.0214, 0.2081]],
  "atomic_forces_ev_per_a": [[-0.115, -0.427, -0.030], [0.406, -0.180, -0.429], [-0.269, -0.204, -0.509], [-0.065, -0.386, -0.056], [0.003, -0.261, -0.148], [0.047, -0.039, 0.056], [-0.221, -0.110, -0.012], [0.291, -0.129, 0.034], [-0.087, -0.307, 0.100], [0.201, -0.234, -0.014], [-0.083, -0.010, 0.030], [0.202, -0.063, 0.567], [-0.048, 0.674, 0.075], [0.024, 0.070, -0.057], [0.000, 0.198, 0.038], [0.074, 0.023, -0.048], [-0.036, 0.432, 0.196], [-0.161, 0.017, 0.182], [-0.003, 0.077, 0.039], [-0.523, 0.091, -0.037], [0.056, -0.032, -0.052], [0.057, -0.027, 0.276], [0.125, 0.365, -0.190], [-0.020, 0.102, 0.063], [-0.038, 0.159, 0.059], [0.056, 0.072, -0.101], [-0.088, 0.023, -0.107], [0.102, -0.073, -0.047], [-0.058, 0.074, 0.068], [0.170, 0.106, 0.057]],
  "homo_lumo_gap_ev": 9.64,
  "e_tot_ha": -764.38256,
  "multiplicity": 1,
  "lumo_energy_ev": -0.398,
  "total_charge": 0
}



Entry 4:
{
  "formula": "C3H8O3",
  "method": "wB97M-V/def2-TZVPD",
  "symbols": ["O", "O", "O", "C", "C", "C", "H", "H", "H", "H", "H", "H", "H", "H"],
  "positions_angstrom": [[-0.7539, -1.7552, 0.2698], [1.3120, 1.3969, -0.0644], [-1.2679, -0.9409, 2.3520], [0.9718, 1.5451, -1.4530], [-0.9807, -0.8991, 1.0352], [0.3364, 0.2397, -1.9726], [1.0810, -0.5712, -1.7079], [2.2031, 1.6805, 0.0699], [-0.7146, -0.4151, 2.9192], [-0.5590, 0.1460, 0.7431], [0.2317, 2.3592, -1.5230], [0.2137, 0.1864, -3.0619], [1.8484, 1.7661, -2.1326], [-0.5907, -0.0727, -1.4239]],
  "atomic_forces_ev_per_a": [[-1.310, -2.493, -0.469], [-0.605, -0.252, -0.614], [-1.447, -2.198, -0.136], [-0.470, -0.242, -0.997], [3.665, 4.626, 0.580], [0.873, -1.271, 1.194], [-0.781, 0.681, -0.367], [0.772, 0.268, 0.117], [0.335, 0.833, -0.206], [-1.306, -0.868, 0.417], [0.420, -0.049, -0.113], [-0.180, 0.361, 0.325], [-0.706, 0.004, 1.046], [0.740, 0.599, -0.775]],
  "homo_lumo_gap_ev": 11.05,
  "e_tot_ha": -344.78207,
  "multiplicity": 1,
  "lumo_energy_ev": 0.616,
  "total_charge": 0
}



Entry 5:
{
  "formula": "C25H20OPSn",
  "method": "wB97M-V/def2-TZVPD",
  "symbols": ["Sn", "P", "O", "C", "C", "C", "C", "C", "C", "C", "C", "C", "C", "C", "C", "C", "C", "C", "C", "C", "C", "C", "C", "C", "C", "C", "C", "C", "H", "H", "H", "H", "H", "H", "H", "H", "H", "H", "H", "H", "H", "H", "H", "H", "H", "H", "H", "H"],
  "positions_angstrom": [[-0.7851, 0.7996, 0.4410], [1.9624, 1.4847, 1.0959], [1.6204, -1.5844, -0.5819], [-2.3866, -1.4386, -0.4333], [1.3132, 0.8407, 2.6596], [2.8948, 5.9188, 1.5317], [0.0427, 0.0241, 4.9976], [2.8952, 5.1244, 2.6738], [2.6446, 5.3645, 0.2818], [-2.7968, -0.3282, 2.1040], [1.1727, -0.6481, 4.5388], [0.1540, 1.5042, 3.1100], [-0.4700, 1.1001, 4.2861], [1.8091, -0.2487, 3.3691], [6.0177, 0.7560, 0.9776], [3.8029, -0.6248, 0.1491], [2.6267, 3.7689, 2.5807], [2.3630, 3.2142, 1.3259], [-3.3434, -0.4390, -0.2567], [-1.8550, -1.3508, 1.9372], [2.3661, 4.0120, 0.1750], [2.6429, -1.2176, -0.2725], [4.7446, 1.3045, 1.1852], [5.0835, -1.1713, -0.0707], [6.1892, -0.4754, 0.3563], [-3.5485, 0.1154, 1.0095], [-1.6508, -1.9064, 0.6663], [3.5946, 0.6440, 0.8109], [-0.4230, -0.2784, 5.9263], [-0.1708, 2.4250, 2.6204], [2.7024, -0.7678, 3.0436], [3.1029, 5.5649, 3.6396], [-2.2732, -1.9128, -1.4002], [-0.9925, -2.7584, 0.5489], [2.6568, 5.9881, -0.6015], [-1.3270, 1.6432, 4.6635], [-4.3354, 0.8454, 1.1546], [7.1795, -0.8824, 0.2039], [4.6600, 2.2757, 1.6551], [2.6266, 3.1534, 3.4728], [-3.9710, -0.1401, -1.0871], [5.1764, -2.1246, -0.5758], [2.1649, 3.5748, -0.7972], [-3.0048, 0.0628, 3.0914], [3.0837, 6.9805, 1.6185], [-1.3408, -1.7570, 2.7997], [6.8861, 1.3091, 1.3137], [1.5704, -1.4786, 5.1076]],
  "atomic_forces_ev_per_a": [[-0.182, -0.295, 0.383], [0.559, -0.331, -0.200], [0.252, -0.125, 0.007], [-0.118, -0.068, -0.051], [-0.015, 0.175, -0.066], [-0.004, -0.006, -0.027], [-0.040, 0.034, 0.002], [0.003, -0.005, 0.046], [0.008, 0.012, 0.023], [-0.198, -0.057, -0.085], [-0.010, -0.043, -0.052], [0.014, -0.004, -0.057], [-0.021, -0.060, 0.053], [-0.075, -0.055, 0.030], [-0.032, -0.052, -0.003], [-0.130, 0.752, 0.447], [0.021, -0.035, 0.013], [-0.311, 0.039, -0.190], [-0.136, -0.101, -0.036], [0.025, 0.130, 0.000], [0.024, -0.024, 0.043], [-0.230, -0.118, -0.181], [-0.078, 0.089, 0.098], [-0.231, -0.360, -0.209], [0.069, 0.071, 0.052], [-0.129, -0.041, 0.069], [0.114, 0.088, -0.050], [0.267, -0.140, -0.072], [0.002, -0.009, 0.001], [0.042, 0.057, 0.105], [0.023, 0.028, 0.011], [-0.008, 0.004, -0.001], [0.057, 0.041, -0.019], [0.087, 0.070, -0.019], [-0.015, -0.005, -0.004], [0.008, 0.022, -0.002], [0.060, 0.066, 0.000], [-0.007, -0.005, -0.022], [0.065, 0.003, 0.008], [-0.018, 0.016, 0.009], [0.065, 0.080, -0.022], [0.045, 0.000, 0.011], [-0.019, 0.037, -0.008], [0.066, 0.042, -0.012], [0.038, -0.006, -0.002], [0.084, 0.062, -0.021], [-0.003, 0.013, -0.013], [0.012, 0.011, 0.012]],
  "homo_lumo_gap_ev": 6.67,
  "e_tot_ha": -1594.49647,
  "multiplicity": 1,
  "lumo_energy_ev": -10.870,
  "total_charge": 3
}



Entry 6:
{
  "formula": "C4H12NOS",
  "method": "wB97M-V/def2-TZVPD",
  "symbols": ["S", "O", "N", "C", "C", "C", "C", "H", "H", "H", "H", "H", "H", "H", "H", "H", "H", "H", "H"],
  "positions_angstrom": [[-0.7982, 3.4681, 1.4380], [-0.4257, -1.2865, -3.4074], [0.0150, -1.2583, -0.0716], [0.7642, -0.0129, -0.3831], [-0.1465, 1.7369, 1.3875], [-0.0985, 1.2669, -0.0790], [0.2049, -1.6937, 1.3308], [-0.6098, -0.8472, -2.5604], [-0.8399, -0.6873, -4.0367], [0.8965, 1.7485, 1.7210], [-0.7043, 1.0388, 2.0011], [-0.4128, -2.5893, 1.4277], [-0.0929, -0.9994, 2.1212], [1.6429, -0.0099, 0.2545], [0.4478, 2.0428, -0.6217], [0.9829, 0.0334, -1.4483], [1.2475, -1.9584, 1.5103], [-1.0829, 1.1282, -0.5259], [-0.9902, -1.1208, -0.0580]],
  "atomic_forces_ev_per_a": [[-0.026, -0.516, 0.288], [-0.314, 0.431, 0.206], [0.403, -0.227, 1.095], [-2.428, 0.462, 0.814], [0.062, 0.736, -1.089], [1.713, -0.579, 0.049], [0.135, -0.568, -0.500], [0.268, -0.439, -0.083], [0.056, -0.069, -0.148], [-0.039, -0.119, 0.232], [-0.241, -0.019, 0.241], [0.177, -0.136, 0.289], [-0.035, 0.292, -0.215], [0.396, 0.045, -0.300], [-0.478, 0.343, -0.066], [0.487, -0.325, -0.010], [0.035, -0.107, -0.058], [-0.177, 0.202, 0.007], [0.008, 0.592, -0.752]],
  "homo_lumo_gap_ev": 5.72,
  "e_tot_ha": -687.78654,
  "multiplicity": 1,
  "lumo_energy_ev": 3.311,
  "total_charge": -1
}